Below is a molecular structure, C33H45NO2P2PbSi in a non-equilibrium geometry, with properties calculated with wB97M-V/def2-TZVPD.

Summary:
Orbital gap = 5.107 eV
HOMO level = -0.20688 Eh

ORCA input file:
```
! RIJCOSX wB97M-V def2-TZVPD def2/J DEFGRID3
* xyz 0 1
Pb -0.107 -1.233 -1.329
P 2.975 -1.269 -1.804
P -3.103 -0.611 -1.265
N -0.604 -0.141 -2.832
H 1.799 -1.933 -1.098
C 3.940 -2.484 -2.731
H 4.986 -2.228 -2.515
H 3.703 -2.385 -3.800
H 3.690 -3.493 -2.369
C 3.892 -0.859 -0.317
H 4.942 -0.888 -0.625
H 3.712 -1.607 0.472
H 3.621 0.137 0.059
C 3.007 0.269 -2.811
H 4.052 0.594 -2.795
H 2.351 1.033 -2.376
H 2.664 0.043 -3.829
C -3.839 -1.852 -2.385
H -4.938 -1.844 -2.305
H -3.451 -2.853 -2.105
H -3.528 -1.595 -3.425
C -3.886 -0.683 0.377
H -4.928 -1.031 0.281
H -3.845 0.306 0.866
H -3.310 -1.411 0.983
C -3.519 1.033 -1.979
H -4.491 0.944 -2.516
H -2.699 1.298 -2.693
H -3.565 1.787 -1.159
C -0.368 0.600 -3.861
C -0.063 0.918 -6.190
C -0.219 0.020 -5.162
C -0.349 2.014 -3.606
C -0.190 2.826 -4.692
C -0.043 2.301 -5.987
H 0.073 0.508 -7.185
H -0.231 -1.064 -5.274
H -0.456 2.371 -2.561
H -0.161 3.890 -4.503
H 0.095 2.972 -6.823
C -1.725 -4.680 0.554
O -2.700 -4.137 -0.051
C -0.689 -5.171 -0.540
H 0.290 -5.490 -0.054
H -0.281 -4.406 -1.342
H -1.107 -5.997 -1.201
C -0.967 -3.685 1.621
H -1.395 -3.862 2.670
H -1.008 -2.556 1.352
H 0.184 -3.663 1.682
O 0.416 0.266 0.316
Si 0.314 0.786 1.826
C 0.758 -0.289 3.275
C 0.640 0.228 4.553
C 1.032 -0.512 5.674
C 1.588 -1.795 5.507
C 1.749 -2.303 4.217
C 1.338 -1.560 3.090
C 1.525 2.155 1.945
C 1.112 3.484 1.824
C 2.049 4.513 1.950
C 3.400 4.220 2.154
C 3.817 2.878 2.223
C 2.879 1.846 2.104
C -1.419 1.494 2.032
C -2.209 1.174 3.128
C -3.448 1.811 3.303
C -3.894 2.725 2.354
C -3.138 3.004 1.223
C -1.900 2.369 1.048
H 0.244 1.226 4.702
H 0.898 -0.115 6.666
H 1.893 -2.390 6.373
H 2.204 -3.292 4.063
H 1.509 -1.951 2.087
H 0.059 3.713 1.657
H 1.705 5.549 1.895
H 4.122 5.015 2.252
H 4.862 2.633 2.374
H 3.197 0.801 2.174
H -1.854 0.443 3.857
H -4.032 1.584 4.186
H -4.855 3.226 2.496
H -3.472 3.723 0.484
H -1.297 2.588 0.165
*
```



Below is a molecular structure, C33H46AsGeN2RhSi3 in a non-equilibrium geometry, with properties calculated with wB97M-V/def2-TZVPD.

Summary:
Orbital gap (alpha / beta) = 4.253 / 4.252 eV
HOMO level (alpha / beta) = -0.68119 / -0.68118 Eh
ΔE to the lowest compared entry with this formula, charge and spin = 424.5 kJ/mol

ORCA input file:
```
! RIJCOSX wB97M-V def2-TZVPD def2/J DEFGRID3
* xyz 4 1
Rh 1.006 -0.581 -0.086
C 5.319 -0.839 -0.902
C 3.940 -0.747 -1.098
N 3.086 -0.635 -0.089
C 3.583 -0.585 1.175
C 4.943 -0.660 1.466
C 5.825 -0.801 0.372
C 5.370 -0.561 2.832
C 4.477 -0.344 3.822
C 3.077 -0.222 3.535
C 2.105 0.087 4.504
C 0.790 0.227 4.120
C 0.435 0.030 2.789
N 1.328 -0.293 1.857
C 2.642 -0.384 2.216
H 5.970 -0.937 -1.760
H 3.523 -0.762 -2.098
H 6.893 -0.869 0.542
H 6.425 -0.649 3.055
H 4.805 -0.249 4.849
H 2.395 0.233 5.537
H 0.024 0.490 4.837
H -0.590 0.139 2.462
Ge 1.047 1.911 -0.236
C 2.401 2.299 -1.533
C 3.471 3.068 -1.051
C 4.478 3.474 -1.909
C 4.433 3.107 -3.252
C 3.383 2.326 -3.738
C 2.372 1.930 -2.885
C -0.687 2.721 -0.422
C -1.366 3.110 0.742
C -2.519 3.880 0.660
C -2.997 4.276 -0.584
C -2.334 3.893 -1.746
C -1.190 3.112 -1.668
H 1.586 2.238 1.159
H 3.506 3.371 -0.010
H 5.295 4.082 -1.543
H 5.211 3.443 -3.928
H 3.361 2.051 -4.785
H 1.556 1.347 -3.282
H -0.957 2.872 1.720
H -3.017 4.214 1.561
H -3.872 4.910 -0.648
H -2.691 4.237 -2.709
H -0.647 2.884 -2.577
C -5.615 -1.626 0.069
Si -4.625 -0.122 0.348
C -4.438 1.068 -1.017
C -4.254 0.418 2.054
As -1.327 -0.892 -0.180
Si -1.366 -3.234 1.665
C -1.395 -2.621 3.392
C 0.207 -3.921 0.998
C -2.908 -4.011 1.059
Si -1.268 -1.303 -2.608
C 0.425 -2.130 -2.641
C -2.730 -2.392 -2.944
C -1.303 0.325 -3.482
H -6.650 -1.264 -0.035
H -5.604 -2.322 0.904
H -5.379 -2.143 -0.862
H -5.413 1.571 -1.106
H -4.253 0.584 -1.977
H -3.689 1.832 -0.822
H -5.116 1.021 2.381
H -3.381 1.071 2.101
H -4.165 -0.412 2.753
H -0.401 -2.531 3.827
H -1.952 -3.377 3.961
H -1.935 -1.681 3.520
H 0.983 -3.197 0.741
H 0.032 -4.575 0.143
H 0.615 -4.530 1.819
H -3.793 -3.573 1.517
H -2.851 -5.057 1.400
H -3.019 -4.039 -0.024
H 0.389 -3.197 -2.418
H 1.186 -1.688 -1.965
H 0.845 -2.016 -3.646
H -2.796 -3.256 -2.282
H -2.669 -2.783 -3.965
H -3.656 -1.815 -2.888
H -0.409 0.908 -3.289
H -2.172 0.927 -3.219
H -1.347 0.138 -4.560
*
```



Below is 3 unconnected molecules or ions with the total composition C33H46Br2FNO8PS2 in a non-equilibrium geometry, with properties calculated with wB97M-V/def2-TZVPD.

Summary:
Orbital gap = 5.708 eV
HOMO level = -0.35711 Eh

ORCA input file:
```
! RIJCOSX wB97M-V def2-TZVPD def2/J DEFGRID3
* xyz 1 1
C 4.395 -2.877 3.127
C 4.745 -1.767 2.332
N 3.841 -1.113 1.329
C 2.757 -0.364 1.501
C 2.291 -0.073 2.978
C 1.479 1.277 3.240
C 2.078 2.586 2.559
C 3.604 2.809 2.462
C 4.066 4.165 1.810
C 3.025 5.215 1.307
C 1.474 4.967 1.397
C 1.024 3.634 2.038
C 2.225 -0.004 0.027
F 2.867 1.303 -0.159
C 0.708 0.416 0.165
C -0.318 0.109 -1.006
C -0.779 1.556 -1.629
O -1.506 -0.451 -0.402
C -2.419 -1.004 -1.371
C -3.815 -1.227 -0.569
C -5.217 -1.126 -1.217
C -6.446 -1.325 -0.262
C -6.305 -1.616 1.266
C -4.904 -1.720 1.918
C -3.664 -1.529 0.964
C 2.749 -1.251 -0.855
C 2.810 -0.882 -2.439
Br 2.222 0.850 -3.222
C 3.343 -1.784 -3.431
C 3.372 -1.384 -5.007
Br 4.091 -3.549 -3.010
P 1.575 -2.731 -0.583
O 2.306 -4.085 -0.382
O 0.461 -3.006 -1.820
O 0.638 -2.608 0.868
C 4.179 -1.389 -0.141
O 4.830 -2.664 -0.004
C 5.401 -0.406 -0.441
C 5.996 -0.434 -1.926
O 6.244 0.683 -2.477
H 5.198 -3.355 3.800
H 3.331 -3.274 3.075
H 5.798 -1.339 2.408
H 1.596 -0.946 3.298
H 3.155 -0.103 3.748
H 1.392 1.425 4.381
H 0.400 1.150 2.861
H 4.327 2.019 2.861
H 5.191 4.354 1.766
H 3.389 6.195 0.861
H 0.689 5.713 1.059
H -0.097 3.416 2.133
H 0.658 1.551 0.384
H 0.285 -0.076 1.125
H 0.063 -0.491 -1.895
H -0.902 1.402 -2.771
H -1.792 1.869 -1.210
H 0.042 2.351 -1.521
H -2.053 -1.997 -1.844
H -2.674 -0.316 -2.247
H -5.353 -0.893 -2.322
H -7.519 -1.231 -0.652
H -7.205 -1.762 1.969
H -4.711 -1.900 3.038
H -2.646 -1.626 1.489
H 2.305 -1.087 -5.317
H 3.609 -2.335 -5.620
H 4.148 -0.566 -5.172
H 0.588 -2.431 -2.606
H 1.301 -2.711 1.600
H 5.517 -2.814 -0.686
H 5.259 0.690 -0.158
H 6.272 -0.773 0.233
H 6.200 -1.390 -2.523
C -9.064 -5.873 1.562
S -9.920 -4.310 1.277
O -8.900 -3.219 1.362
C -10.841 -4.312 2.830
H -8.394 -6.058 0.722
H -8.482 -5.818 2.484
H -9.794 -6.683 1.626
H -10.150 -4.353 3.674
H -11.514 -5.170 2.854
H -11.426 -3.393 2.885
C -0.128 7.373 -2.693
S 0.006 5.611 -2.327
O -0.046 5.457 -0.839
C 1.733 5.444 -2.827
H -1.129 7.708 -2.417
H 0.612 7.932 -2.116
H 0.025 7.537 -3.761
H 2.358 6.122 -2.242
H 1.828 5.669 -3.890
H 2.047 4.415 -2.646
*
```